Density functional theory data (ωB97M-V/def2-TZVPD) for C18H8Cl4N5O10Pd as an isolated structure at a distorted geometry.

Last column: Mulliken charge in e.
CARTESIAN COORDINATES (ANGSTROEM)
Pd: 1.57149 -0.16663 0.55730  0.263
Cl: -1.98102 -5.00400 3.05872  -0.223
C: -1.32072 -3.58480 2.36491  -0.221
C: -3.23985 -2.40974 0.67105  2.229
Cl: -4.33477 -3.69457 -0.02660  -0.261
C: -2.79055 -1.38106 -0.34735  -0.706
Cl: -3.86204 -0.75275 -1.55702  -0.229
C: -1.54383 -0.85704 -0.05319  0.078
O: -0.80769 0.00403 -0.59533  -0.765
C: 0.20455 -1.83087 1.77474  2.220
O: 0.83340 -0.79677 2.38854  -1.013
C: -0.11298 -3.07173 2.62527  -0.317
Cl: 1.02004 -3.67888 3.75634  -0.231
N: -4.81444 -0.80672 1.61157  -0.190
C: -4.04181 -1.87887 1.87678  -0.392
O: -3.96795 -2.39988 2.97338  -0.651
C: -1.84287 -2.92022 1.09908  0.540
C: -1.29676 -3.82250 0.01164  -0.731
C: -0.09376 -3.84801 -0.57671  -0.652
C: 0.92794 -2.82328 -0.42755  -0.058
N: 1.05326 -2.02807 0.55477  -0.539
C: -1.19165 -1.55298 1.25016  -1.172
H: -5.34842 -0.40752 2.36282  0.273
H: -4.79610 -0.36325 0.70748  0.198
H: -1.98607 -4.61352 -0.25872  0.419
H: 0.10724 -4.61272 -1.31538  0.355
H: 1.61254 -2.66637 -1.25931  0.467
H: -1.69515 -1.03818 2.07693  0.982
O: 3.08940 4.72638 -4.66770  -0.640
N: 2.82839 5.22345 -3.58773  1.023
O: 2.72927 6.41945 -3.38441  -0.642
C: 2.60284 4.33016 -2.46560  -0.506
C: 2.69638 2.96747 -2.64843  -0.523
C: 2.52122 2.12444 -1.57021  0.242
C: 2.15962 2.57052 -0.25644  1.068
O: 1.92973 1.84299 0.73168  -0.921
C: 2.08850 4.00572 -0.16482  -0.074
C: 2.31822 4.85538 -1.20541  -0.538
N: 1.73874 4.63569 1.12064  0.951
O: 2.35615 5.64511 1.41873  -0.603
O: 0.83141 4.16108 1.75923  -0.523
N: 2.77772 0.71530 -1.83327  1.260
O: 2.64946 0.31074 -2.96537  -0.593
O: 3.21576 -0.01355 -0.91278  -0.804
H: 2.93643 2.56322 -3.61956  0.604
H: 2.26870 5.92336 -1.05287  0.548

Cartesian forces (eV/Å) of the 3 atoms listed first:
Pd 0.957 -0.078 0.939
Cl 0.050 0.088 -0.043
C -0.057 -0.077 0.016

Output
HOMO, eV: -4.78
Net charge: -1
ΔE to the lowest compared entry with this formula, charge and spin, eV: 0.000

Density functional theory data (ωB97M-V/def2-TZVPD) for an isolated ion of composition C5H10N and charge +1 at a distorted geometry.

Last column: Mulliken charge in e.
CARTESIAN COORDINATES (ANGSTROEM)
C: -2.88695 0.18767 -0.39870  -1.110
C: -1.66525 0.19418 0.51969  -0.224
C: -0.41819 -0.06342 0.30928  0.154
C: 0.87492 -0.11453 -0.05160  0.004
C: 1.85984 -1.33208 0.19770  -1.088
N: 1.65040 1.12958 -0.15612  -0.287
H: -3.31463 -0.70861 -0.07257  0.340
H: -3.52233 1.03029 -0.23931  0.322
H: -2.78820 -0.00872 -1.41230  0.411
H: -1.88287 0.23821 1.54477  0.351
H: 2.53390 -1.17016 -0.71763  0.383
H: 1.36514 -2.26748 0.06111  0.343
H: 2.29571 -1.26086 1.18358  0.301
H: 2.09102 1.40188 0.66483  0.326
H: 1.28038 1.92991 -0.64298  0.356
H: 2.52713 0.81415 -0.78977  0.419

Cartesian forces (eV/Å) of the 3 atoms listed first:
C 1.377 0.051 1.663
C -0.431 -0.091 -1.518
C 2.547 0.661 -1.900

Output
HOMO, eV: -14.08
Net charge: +1
ΔE to the lowest compared entry with this formula, charge and spin, eV: 2.376

Density functional theory data (ωB97M-V/def2-TZVPD) for a 2-piece molecular cluster, H2 overall.

Last column: Mulliken charge in e.
CARTESIAN COORDINATES (ANGSTROEM)
H: 0.35168 -0.73396 0.79312  -0.500
H: -0.35168 0.73396 -0.79312  -0.500

Atomic forces in eV per Å
H -0.122 0.255 -0.276
H 0.122 -0.255 0.276

Output
Spin multiplicity: 2
HOMO (alpha / beta), eV: -1.35 / -0.97
Net charge: -1
ΔE to the lowest compared entry with this formula, charge and spin, eV: 0.964
Expectation value of S²: 0.76

Density functional theory data (ωB97M-V/def2-TZVPD) for a 2-piece molecular cluster, BH4NO overall at a distorted geometry.

Last column: Mulliken charge in e.
CARTESIAN COORDINATES (ANGSTROEM)
B: -0.55756 -0.30366 -0.11246  0.305
N: 1.55290 0.24955 0.34558  -0.648
O: -1.54612 0.23128 0.56160  -0.359
H: -0.70431 -1.24045 -0.83011  -0.042
H: 1.50544 1.18821 0.25379  0.190
H: 2.17647 0.08959 -0.50610  0.199
H: -2.42683 -0.21451 0.28769  0.356

Cartesian forces (eV/Å) of the 3 atoms listed first:
B 4.042 -0.062 0.194
N -2.234 -4.526 -1.874
O -2.230 -0.401 -0.301

Output
HOMO, eV: -8.91
Net charge: 0
ΔE to the lowest compared entry with this formula, charge and spin, eV: 3.717

Density functional theory data (ωB97M-V/def2-TZVPD) for a single C4H4O molecule.

Last column: Mulliken charge in e.
CARTESIAN COORDINATES (ANGSTROEM)
C: 2.26891 0.20009 0.01017  0.291
C: 1.14724 -0.23963 -0.01184  -0.254
C: -0.23190 -0.73442 -0.03837  0.135
C: -1.29958 0.32920 0.04020  -0.946
O: -0.47442 -1.91637 -0.14274  -0.490
H: 3.26719 0.58086 0.02250  0.377
H: -1.41431 0.78027 -0.95242  0.268
H: -1.01528 1.12359 0.73618  0.329
H: -2.24785 -0.12358 0.33632  0.290

Cartesian forces (eV/Å) of the 3 atoms listed first:
C -0.477 -0.166 -0.024
C 0.577 0.178 -0.004
C -0.137 -0.270 -0.061

Output
HOMO, eV: -10.38
Net charge: 0
ΔE to the lowest compared entry with this formula, charge and spin, eV: 1.333

Density functional theory data (ωB97M-V/def2-TZVPD) for C24H36N2PmSi as an isolated structure at a distorted geometry.

Last column: Mulliken charge in e.
CARTESIAN COORDINATES (ANGSTROEM)
C: 0.92538 2.38562 2.64691  -0.539
C: 1.15528 2.76449 1.30154  -0.603
C: -0.10821 3.04065 0.70676  -0.398
H: 2.13106 2.86859 0.82348  0.476
C: -1.13038 2.78499 1.65648  -0.865
C: -0.50484 2.40890 2.87151  -0.487
H: -1.04135 2.17430 3.78480  0.613
H: 1.69389 2.10434 3.35444  0.594
H: -0.30157 3.47270 -0.26321  0.619
H: -2.18753 2.95076 1.46974  0.537
Pm: 0.00325 0.49776 1.29023  0.811
C: -3.14530 -1.45600 0.25798  -0.625
H: -2.96216 -1.24097 1.34963  -0.036
H: -3.68086 -2.38449 0.09709  0.409
H: -3.68814 -0.61008 -0.21379  0.272
Si: 0.13330 0.62663 -1.70478  0.492
C: 1.36368 -0.31928 -2.78988  0.544
C: 2.43790 0.50640 -3.16710  -0.388
H: 2.51703 1.50520 -2.71155  0.262
C: 3.33951 0.13902 -4.16788  -0.666
H: 4.07019 0.85423 -4.49820  0.397
C: 3.24060 -1.07654 -4.81715  -0.519
H: 3.89179 -1.31466 -5.64833  0.399
C: 2.22035 -1.92714 -4.42992  -0.468
H: 2.12304 -2.86083 -4.95831  0.391
C: 1.28741 -1.57637 -3.43640  -0.511
H: 0.47231 -2.26962 -3.19816  0.371
C: -1.25757 1.20405 -2.94688  0.468
C: -0.91903 1.43378 -4.29784  -0.452
H: 0.04931 1.13802 -4.67169  0.290
C: -1.82563 2.00067 -5.19648  -0.600
H: -1.50293 2.28199 -6.18462  0.388
C: -3.15630 2.18786 -4.84468  -0.471
H: -3.88400 2.58812 -5.57403  0.352
C: -3.55275 1.75798 -3.57393  -0.422
H: -4.60035 1.80440 -3.33793  0.390
C: -2.63362 1.24885 -2.63878  -0.066
H: -2.99774 0.82231 -1.70036  -0.023
H: 0.75542 1.93793 -1.02944  -0.352
H: -2.19649 -1.71405 -0.17944  0.050
C: -1.94446 -0.90210 4.05558  -1.006
N: -0.51514 -0.65208 3.78336  0.655
C: 0.02986 0.06615 4.95783  -1.398
C: 0.19570 -1.96601 3.70796  -1.059
C: 1.57733 -1.81373 3.05033  -0.653
N: 1.40189 -1.48274 1.62108  0.380
C: 2.65288 -0.96585 1.05907  -1.123
C: 0.92716 -2.65344 0.85455  -0.831
H: -2.07041 -1.50571 4.97700  0.369
H: -2.43290 -1.40977 3.21626  0.163
H: -2.46650 0.04928 4.20330  0.316
H: -0.00438 -0.59333 5.84593  0.435
H: 1.07500 0.36981 4.80943  0.272
H: -0.57875 0.94407 5.19522  0.423
H: 0.36181 -2.37952 4.72345  0.411
H: -0.43268 -2.69051 3.16528  0.433
H: 2.16507 -1.00724 3.51773  0.317
H: 2.18279 -2.75173 3.15432  0.425
H: 3.41926 -1.75944 1.00959  0.423
H: 2.47162 -0.61605 0.03129  0.287
H: 3.02697 -0.13524 1.68056  0.358
H: 1.68106 -3.46296 0.86076  0.346
H: -0.00384 -3.06119 1.28394  0.298
H: 0.74675 -2.36116 -0.19366  0.128

Cartesian forces (eV/Å) of the 3 atoms listed first:
C -1.001 0.555 0.221
C -0.311 0.719 0.288
C -0.391 0.556 0.665

Output
Spin multiplicity: 5
HOMO (alpha / beta), eV: -9.46 / -9.40
Net charge: +1
ΔE to the lowest compared entry with this formula, charge and spin, eV: 1.298
Expectation value of S²: 6.02